{"formula": "C27H30N9O3S2V", "method": "ωB97M-V/def2-TZVPD", "elements": ["V", "O", "C", "N", "C", "O", "C", "C", "C", "C", "C", "N", "C", "C", "C", "C", "C", "N", "H", "H", "H", "H", "H", "H", "H", "H", "S", "C", "N", "C", "C", "C", "N", "H", "H", "H", "H", "C", "C", "N", "C", "S", "N", "C", "C", "H", "H", "H", "H", "H", "H", "H", "H", "H", "H", "H", "H", "N", "C", "O", "C", "C", "C", "C", "N", "C", "H", "H", "H", "H", "H", "H"], "coordinates": [[0.4885, -0.3943, -0.1278], [-2.0106, -2.9991, 1.7785], [-1.3021, -2.3762, 1.0371], [-0.5931, -1.1994, 1.3104], [-0.9909, -0.2554, 2.2314], [-2.0292, -0.2144, 2.8579], [0.0548, 0.8729, 2.3609], [-0.0285, 1.7886, 3.3845], [0.9363, 2.7804, 3.4621], [1.9629, 2.8028, 2.5315], [1.9732, 1.8482, 1.5340], [1.0256, 0.9123, 1.4297], [-1.0751, -2.8379, -0.4077], [-1.6717, -3.9877, -0.8644], [-1.5038, -4.3478, -2.1903], [-0.7343, -3.5424, -3.0105], [-0.1582, -2.4043, -2.4790], [-0.3219, -2.0415, -1.1976], [-0.8442, 1.7073, 4.0895], [0.8939, 3.5288, 4.2437], [2.7469, 3.5474, 2.5721], [2.7573, 1.8193, 0.7845], [-2.2637, -4.5671, -0.1691], [-1.9765, -5.2397, -2.5802], [-0.5866, -3.7788, -4.0552], [0.4343, -1.7370, -3.0914], [0.3606, 1.0316, -2.2167], [1.6182, 2.1704, -1.9537], [1.2813, 3.3851, -1.4570], [2.1646, 4.3775, -1.2664], [3.4741, 4.1669, -1.5715], [3.8029, 2.8869, -2.0341], [2.9198, 1.9185, -2.2114], [0.2979, 3.4910, -1.1643], [1.7722, 5.3022, -0.8656], [4.2137, 4.9437, -1.4511], [4.8311, 2.6193, -2.2655], [-5.6277, 3.0193, 2.8128], [-4.1549, 2.9726, 3.1999], [-3.2847, 2.5051, 2.1233], [-2.7082, 3.2597, 1.1847], [-1.5961, 2.5513, 0.0709], [-3.0365, 4.5641, 1.1837], [-2.5785, 5.5353, 0.1927], [-3.3637, 5.4869, -1.1061], [-6.2395, 3.3059, 3.6698], [-5.9607, 2.0400, 2.4686], [-5.8164, 3.7362, 2.0093], [-4.0107, 2.2797, 4.0272], [-3.8046, 3.9491, 3.5393], [-3.0054, 1.5324, 2.1430], [-3.8565, 4.8249, 1.7051], [-1.5235, 5.3375, 0.0136], [-2.6579, 6.5166, 0.6585], [-3.2481, 4.5135, -1.5836], [-3.0128, 6.2587, -1.7947], [-4.4266, 5.6618, -0.9255], [5.1186, -1.5214, -3.6006], [5.2510, -0.6918, -2.5404], [5.9122, 0.3300, -2.5643], [4.4881, -1.0668, -1.3043], [5.1430, -1.3662, -0.1253], [4.3904, -1.6190, 1.0085], [3.0165, -1.4902, 0.9438], [2.3811, -1.1288, -0.1870], [3.1094, -0.9746, -1.3089], [5.6440, -1.3168, -4.4348], [4.6993, -2.4285, -3.5002], [6.2257, -1.4028, -0.0971], [4.8589, -1.8890, 1.9450], [2.3924, -1.6644, 1.8094], [2.5691, -0.7101, -2.2073]], "atomic_forces_ev_per_a": [[-0.18, 0.64, -1.27], [-0.09, -0.13, 0.11], [0.23, 0.64, -0.16], [-0.65, -0.24, 0.71], [0.38, -0.43, -0.29], [-0.05, 0.27, 0.15], [-0.25, -0.54, -0.25], [0.01, 0.13, 0.17], [-0.09, 0.06, 0.12], [0.09, 0.06, -0.02], [-0.15, -0.15, -0.12], [-0.12, 0.28, 0.59], [0.25, 0.58, 0.29], [-0.16, -0.26, 0.06], [-0.06, -0.10, -0.03], [0.03, -0.02, -0.09], [-0.02, 0.19, 0.31], [-0.42, -0.58, -0.19], [0.02, 0.01, 0.01], [0.01, -0.05, 0.01], [-0.02, -0.02, 0.02], [-0.01, 0.02, -0.03], [-0.01, 0.00, -0.03], [0.02, 0.00, 0.00], [0.01, 0.00, 0.02], [0.02, 0.03, 0.01], [0.53, 0.23, -0.13], [0.09, -0.54, -0.06], [-0.51, 0.22, 0.20], [0.00, 0.10, 0.07], [0.04, 0.17, 0.02], [0.01, -0.40, -0.11], [-0.17, 0.20, -0.05], [0.11, 0.00, -0.02], [0.00, -0.02, -0.01], [-0.01, -0.04, 0.00], [-0.03, 0.00, 0.04], [-0.05, 0.03, -0.05], [0.03, -0.12, -0.15], [0.06, -0.16, 0.02], [0.23, -0.06, -0.08], [-0.41, 0.31, 0.26], [0.09, 0.03, -0.34], [0.00, -0.11, 0.08], [-0.08, -0.01, -0.08], [0.05, 0.00, -0.03], [0.01, 0.03, 0.01], [0.00, -0.05, 0.02], [0.00, 0.00, 0.02], [0.03, 0.02, 0.08], [0.03, -0.04, 0.04], [0.01, 0.05, 0.07], [0.03, 0.01, 0.00], [0.01, 0.04, 0.02], [-0.01, 0.03, 0.01], [0.00, -0.04, 0.05], [0.04, 0.00, 0.00], [-0.05, -0.02, 0.10], [0.16, 0.24, -0.14], [-0.03, -0.09, 0.03], [-0.06, -0.01, -0.27], [0.18, -0.03, 0.15], [-0.01, -0.05, 0.14], [0.01, 0.07, -0.30], [1.11, -0.36, -0.16], [-0.05, -0.17, 0.44], [0.00, 0.01, -0.01], [-0.01, 0.01, -0.02], [-0.04, 0.00, 0.00], [-0.01, -0.02, -0.03], [-0.06, 0.08, 0.02], [-0.02, 0.05, 0.02]], "homo_lumo_gap_ha": [0.23713, 0.28171], "spin_multiplicity": 4, "s2": 3.763, "e_homo_ev": [-9.42, -10.62], "e_tot_ha": -3505.7747, "total_charge": 1, "e_lumo_ev": [-3.0, -3.0]}